[1]
The following is a quantum chemistry calculation of 7 unconnected molecules or ions with the total composition C28H54O31S6 at a distorted geometry, from the Open Molecules 2025 dataset.

Last column: Mulliken charge in e.
Geometry (Å):
1 S 8.219 -2.891 4.125  1.09
2 S -1.939 5.015 -6.939  1.01
3 S 3.182 2.885 -4.503  0.93
4 S 4.272 1.320 1.365  1.08
5 S 0.930 -5.775 7.758  1.11
6 S -0.063 -3.042 2.212  1.05
7 O -2.219 3.100 -0.809  -0.22
8 O -2.535 4.647 -5.466  -0.22
9 O 0.399 -4.481 7.397  -0.52
10 O -0.630 4.418 -7.065  -0.46
11 O -0.845 -2.109 3.296  -0.29
12 O 1.345 -2.715 2.268  -0.58
13 O 1.268 -6.597 6.392  -0.28
14 O 8.303 -1.515 4.996  -0.33
15 O -0.820 -3.052 0.982  -0.47
16 O 3.260 0.570 0.655  -0.34
17 O 4.231 2.860 0.832  -0.28
18 O 7.775 -3.953 5.001  -0.54
19 O -0.283 -4.472 2.965  -0.33
20 O 5.728 0.921 0.748  -0.33
21 O 4.515 3.083 -5.022  -0.62
22 O 4.375 1.335 2.806  -0.60
23 O 2.343 4.271 -4.685  -0.35
24 O -1.812 0.988 -1.721  0.22
25 O 9.404 -2.990 3.306  -0.54
26 O -2.193 6.416 -7.191  -0.60
27 O -5.159 -1.357 1.136  -0.44
28 O -2.990 -0.383 -3.479  -0.67
29 O -3.653 1.217 -0.047  -0.34
30 O -2.996 4.140 -7.819  -0.34
31 O 2.466 -5.577 8.271  -0.31
32 O 2.340 1.986 -5.573  -0.37
33 O 0.261 -6.674 8.672  -0.55
34 O -7.629 3.818 -0.971  -0.49
35 O 2.921 2.370 -3.177  -0.27
36 O -6.871 1.510 -0.986  -0.45
37 O 6.967 -2.462 3.172  -0.30
38 C 7.448 -0.532 4.414  -0.28
39 C -2.861 1.777 -1.124  0.12
40 C -5.751 -2.667 0.814  -0.19
41 C -6.552 2.793 -1.176  0.45
42 C -3.054 0.166 0.745  -0.08
43 C -3.772 3.317 -6.950  -0.40
44 C 0.037 2.498 0.405  1.17
45 C -1.321 -1.584 -2.017  1.07
46 C 2.675 -6.575 6.159  -0.27
47 C 6.330 -1.315 3.731  0.20
48 C 6.110 1.905 -0.210  -0.33
49 C -1.524 -2.940 4.236  -0.35
50 C -4.034 2.301 -2.214  -0.05
51 C 1.120 -0.278 -2.082  -0.32
52 C -0.710 -4.229 4.304  -0.20
53 C -2.163 -0.201 -2.451  0.03
54 C 3.315 -6.458 7.539  -0.34
55 C -5.071 3.387 -1.561  -0.41
56 C -3.828 4.066 -5.621  0.43
57 C 0.096 -1.217 -1.214  0.07
58 C 1.123 2.660 -5.887  -0.05
59 C -3.873 -1.257 0.430  0.12
60 C -6.735 -2.545 -0.511  -0.74
61 C 5.506 3.212 0.297  -0.41
62 C -1.513 3.127 0.450  -0.80
63 C -0.882 -2.512 -3.290  -1.23
64 C 0.734 2.701 1.881  -0.96
65 C 1.454 4.147 -5.794  -0.13
66 H 0.183 -4.099 4.924  0.15
67 H -7.242 -3.572 -0.787  0.33
68 H 7.067 0.145 5.184  0.32
69 H -3.257 2.357 -6.840  0.29
70 H 3.323 -7.425 8.053  0.29
71 H -6.053 -2.212 -1.403  0.14
72 H -4.767 3.149 -7.371  0.35
73 H 1.888 -0.935 -2.681  0.41
74 H 1.689 0.512 -1.392  -0.11
75 H 7.198 1.955 -0.298  0.34
76 H -1.591 -2.442 5.207  0.35
77 H -6.372 -3.097 1.722  0.30
78 H 6.109 3.637 1.105  0.28
79 H -1.064 -3.644 -2.958  0.30
80 H 0.641 -2.272 -1.086  0.58
81 H -4.689 1.352 -2.518  0.40
82 H -2.057 2.683 1.385  0.25
83 H 0.770 2.373 -6.880  0.40
84 H 0.251 -2.453 -3.589  0.24
85 H -3.463 2.664 -3.169  -0.46
86 H -1.504 -2.364 -4.268  0.29
87 H 4.333 -6.063 7.494  0.32
88 H -4.561 4.879 -5.657  0.26
89 H -5.257 4.217 -2.398  0.23
90 H -1.924 -2.268 -1.281  0.13
91 H 1.979 4.491 -6.691  0.29
92 H -0.077 -0.816 -0.129  -0.57
93 H -0.122 1.327 0.276  -0.77
94 H -4.913 -3.452 0.530  0.20
95 H -3.310 0.396 1.889  0.31
96 H 1.293 1.702 2.215  0.08
97 H -1.893 0.051 0.702  -0.16
98 H 0.547 0.388 -2.889  -0.15
99 H 2.904 -5.700 5.542  0.24
100 H -1.294 -5.072 4.681  0.34
101 H -3.167 -2.140 0.813  0.07
102 H 0.562 4.759 -5.638  0.14
103 H 5.830 -0.734 2.953  -0.21
104 H -0.119 2.854 2.702  0.37
105 H 8.032 0.039 3.685  0.31
106 H 1.513 3.577 1.895  0.22
107 H -2.533 -3.131 3.856  0.24
108 H 5.681 1.621 -1.177  0.23
109 H 0.376 2.374 -5.139  0.06
110 H -1.333 4.278 0.717  0.26
111 H 0.665 2.902 -0.496  0.22
112 H -7.597 -1.744 -0.381  0.20
113 H -8.040 3.611 -0.067  0.36
114 H 5.394 3.951 -0.501  0.35
115 H -4.053 -1.410 -0.740  0.06
116 H -4.674 3.961 -0.622  0.24
117 H 2.989 -7.481 5.634  0.31
118 H -4.058 3.407 -4.780  -0.09
119 H 5.590 -1.661 4.459  0.30

## Properties
total charge: 0
E: -5820.369740 Eh
SMILES string: CCCO[C@](CCC(=O)O)(OCCOCC)OC(=O)[C@@H](C)CC.O=S1(=O)OCCO1.O=S1(=O)OCCO1.O=S1(=O)OCCO1.O=S1(=O)OCCO1.O=S1(=O)OCCO1.O=S1(=O)OCCO1
LUMO energy: 0.2 eV
spin multiplicity: 1


[2]
The following is a quantum chemistry calculation of 7 unconnected molecules or ions with the total composition C28H56B2N7O3 at a distorted geometry, from the Open Molecules 2025 dataset.

Last column: Mulliken charge in e.
Geometry (Å):
1 O 3.972 -0.462 -0.952  -0.60
2 O 5.977 -0.941 -4.314  -0.79
3 O 3.742 0.965 -2.839  -0.65
4 N -5.020 0.705 -1.722  -0.54
5 N -4.895 4.193 4.096  -0.50
6 N 2.063 -0.975 -0.292  -0.30
7 N 1.394 -3.792 -3.047  -0.51
8 N -3.650 -3.627 -2.462  -0.62
9 N -1.086 1.970 5.631  -0.45
10 N 4.257 -2.540 -3.569  -0.88
11 C -0.162 -2.149 0.467  -0.19
12 C 8.766 -1.641 -3.261  -0.32
13 C -0.845 -1.298 1.538  -0.12
14 C 0.586 -3.006 -3.275  0.12
15 C -4.475 -2.859 -2.693  0.39
16 C -0.967 -3.114 -5.808  -1.44
17 C -3.666 2.808 1.038  -1.18
18 C 0.013 -1.111 2.781  -1.30
19 C 8.043 -0.275 -3.065  -0.63
20 C -4.512 4.016 5.165  0.29
21 C -4.400 1.588 1.576  -0.49
22 C -0.456 -2.012 -3.575  0.03
23 C -4.253 5.072 7.375  -0.50
24 C -4.646 0.539 -0.647  0.18
25 C -0.019 1.690 5.305  0.32
26 C -4.168 0.331 0.727  0.48
27 C -4.029 3.807 6.538  -0.14
28 C -3.514 6.286 6.824  -1.10
29 C -1.530 -2.634 -4.474  -0.13
30 C -6.577 -2.563 -3.935  -0.60
31 C 6.936 0.038 -4.104  -0.63
32 C 1.341 1.327 4.885  -0.36
33 C -5.975 -3.010 -5.263  -1.17
34 C 2.179 3.713 5.198  -1.14
35 C 2.372 2.243 5.555  -0.62
36 C 1.085 -1.494 0.040  0.27
37 C -5.549 -1.904 -3.007  -0.28
38 C 8.723 -2.437 -1.918  -1.12
39 B 4.298 -0.229 -2.294  0.99
40 B 5.258 -1.403 -3.085  0.52
41 H -4.702 -0.518 1.157  0.45
42 H 2.316 2.129 6.640  0.32
43 H -0.898 -1.669 -2.638  0.00
44 H -7.023 -3.427 -3.437  0.31
45 H 2.241 3.866 4.119  0.31
46 H 1.212 4.085 5.543  0.31
47 H -3.837 3.666 1.687  0.34
48 H 3.372 1.930 5.250  0.34
49 H 7.464 0.176 -5.074  0.36
50 H 7.708 -0.156 -2.024  0.29
51 H 4.105 1.736 -2.386  0.23
52 H -4.017 3.079 0.040  0.38
53 H 0.067 -3.144 0.852  0.35
54 H -5.529 -2.167 -5.795  0.30
55 H -5.468 1.808 1.624  0.28
56 H 1.527 0.287 5.156  0.36
57 H -6.025 -1.589 -2.082  0.28
58 H 8.821 -1.770 -1.049  0.29
59 H -3.918 4.883 8.397  0.32
60 H 0.268 -2.074 3.230  0.28
61 H 7.795 -3.016 -1.855  0.17
62 H -0.525 -0.520 3.526  0.34
63 H 5.981 -1.960 -2.256  -0.42
64 H -5.206 -3.770 -5.118  0.33
65 H -2.439 6.099 6.772  0.26
66 H -1.090 -0.317 1.123  0.08
67 H -5.321 5.297 7.424  0.30
68 H -2.969 3.552 6.502  0.12
69 H -0.816 -2.268 -0.398  -0.16
70 H 3.462 -2.028 -3.955  0.17
71 H -2.589 2.629 0.986  0.26
72 H -4.067 1.391 2.597  0.32
73 H -3.676 7.154 7.464  0.33
74 H 9.570 -3.146 -1.847  0.36
75 H 2.949 4.323 5.671  0.35
76 H -4.564 2.965 6.977  0.31
77 H -3.865 6.549 5.825  0.36
78 H -0.225 -3.902 -5.668  0.36
79 H 4.298 -1.340 -0.718  0.26
80 H 9.831 -1.477 -3.483  0.38
81 H -3.109 0.082 0.694  -0.48
82 H -1.789 -1.772 1.824  0.43
83 H 8.307 -2.257 -4.043  0.24
84 H -2.314 -1.894 -4.661  0.26
85 H 8.816 0.510 -3.199  0.34
86 H 3.900 -2.934 -2.697  0.23
87 H -0.497 -2.295 -6.356  0.32
88 H -1.997 -3.470 -3.963  0.22
89 H -6.744 -3.445 -5.903  0.36
90 H 0.940 -0.584 2.551  0.31
91 H 6.514 1.042 -3.860  0.17
92 H -5.117 -1.024 -3.479  0.32
93 H -7.383 -1.852 -4.129  0.35
94 H -1.765 -3.525 -6.431  0.39
95 H 1.406 1.409 3.799  0.26
96 H 0.005 -1.152 -4.064  0.39

## Properties
total charge: -1
E: -1759.247714 Eh
LUMO energy: 1.8 eV
spin multiplicity: 1